Run a
Computed, not measured: a structure of composition C4H11N3, with the ωB97M-V functional and the def2-TZVPD basis.

```
18
C4H11N3 | OMol25 | the ωB97M-V functional and the def2-TZVPD basis
C -0.986 -1.882 0.541
C -0.356 -1.251 -0.785
C 0.148 0.192 -0.774
N 1.686 2.685 -0.646
C 1.287 1.770 0.418
N 1.056 0.470 0.335
N -1.193 -0.890 1.618
H -1.953 -2.374 0.390
H -0.279 -2.623 0.950
H -1.244 -1.361 -1.400
H 0.372 -2.003 -1.157
H 0.604 0.323 -1.775
H -0.768 0.818 -0.880
H 0.547 2.464 -0.443
H 2.333 2.109 -1.191
H 1.411 2.287 1.375
H -0.526 -0.145 1.646
H -2.138 -0.589 1.779
```

For the highest occupied orbital energy, the calculation gives -8.324 eV. Its charge is 0. The lowest unoccupied orbital energy is -0.16 eV. For the HOMO-LUMO gap, the calculation gives 8.16 eV.



Run b
Computed, not measured: an isolated molecule of C4H11N3, with the ωB97M-V functional and the def2-TZVPD basis.

```
18
C4H11N3 | OMol25 | the ωB97M-V functional and the def2-TZVPD basis
H 0.230 -0.886 -2.367
N 1.086 -0.896 -1.811
C 0.920 -0.500 -0.657
C 2.262 -0.633 0.496
C -0.098 -0.027 0.233
C 0.064 1.355 0.844
N -1.457 -0.085 -0.871
N -2.582 -0.546 -0.130
H 2.806 0.305 0.410
H 2.007 -0.839 1.532
H 2.823 -1.472 0.096
H -0.423 -0.796 0.936
H 0.415 2.068 0.098
H 0.767 1.341 1.674
H -0.899 1.693 1.225
H -1.605 0.877 -1.183
H -3.189 0.202 0.200
H -3.126 -1.162 -0.725
```

For the highest occupied orbital energy, the calculation gives -8.565 eV. Its charge is 0. The lowest unoccupied orbital energy is 0.93 eV. Its SMILES is [H]/N=C(/C)[C@@H](C)NN. For the HOMO-LUMO gap, the calculation gives 9.49 eV.



Run c
Computed, not measured: a cluster of 2 separate species, C4H11N3 in total, with the ωB97M-V functional and the def2-TZVPD basis.

```
18
C4H11N3 | OMol25 | the ωB97M-V functional and the def2-TZVPD basis
C 0.883 1.569 -0.009
N 0.737 0.916 1.289
C -0.137 1.334 2.084
N -1.100 2.368 1.805
H 0.428 0.982 -0.807
H 1.941 1.688 -0.231
H 0.410 2.551 0.035
H -0.196 0.918 3.092
H -1.951 1.922 1.466
H -1.393 2.799 2.675
C 0.836 -2.067 -2.448
N -0.351 -1.907 -2.063
C -0.630 -2.158 -0.646
H 1.065 -1.943 -3.504
H 1.651 -2.304 -1.755
H -1.050 -1.242 -0.232
H 0.251 -2.491 -0.090
H -1.393 -2.934 -0.661
```

For the highest occupied orbital energy, the calculation gives -9.470 eV. Its charge is 0. The lowest unoccupied orbital energy is 0.91 eV. Its SMILES is C/N=C\N.C=NC. For the HOMO-LUMO gap, the calculation gives 10.38 eV.



Run d
Computed, not measured: a cluster of 2 separate species, C4H11N3 in total, with the ωB97M-V functional and the def2-TZVPD basis.

```
18
C4H11N3 | OMol25 | the ωB97M-V functional and the def2-TZVPD basis
C -0.586 -1.014 1.033
C -0.475 -0.022 -0.096
C 0.900 0.261 -0.618
C 1.221 -0.261 -1.881
N 2.449 -0.098 -2.443
N 1.782 0.917 0.068
N -2.397 0.503 2.262
H 0.337 -1.211 1.586
H -1.013 -1.974 0.745
H -1.114 -0.385 -0.908
H -0.946 0.914 0.227
H 0.508 -0.857 -2.435
H 2.921 0.485 -1.740
H 2.305 0.540 -3.217
H -2.798 0.237 3.157
H 1.320 1.521 0.742
H -3.103 0.958 1.692
H -1.312 -0.513 1.825
```

For the highest occupied orbital energy, the calculation gives -6.356 eV. Its charge is 0. The lowest unoccupied orbital energy is -3.02 eV. For the HOMO-LUMO gap, the calculation gives 3.34 eV.



Which of them is the most stable, and which is the least stable? run c and run d, in that order.



Run a
Computed, not measured: a cluster of 6 separate species, CH14N2O5 in total, with the ωB97M-V functional and the def2-TZVPD basis.

```
22
CH14N2O5 | OMol25 | the ωB97M-V functional and the def2-TZVPD basis
H 1.114 -2.006 0.931
N 1.532 -1.404 0.149
C 0.784 -0.752 -0.631
N 1.330 0.090 -1.634
H -0.344 -0.637 -0.568
H 1.072 -0.321 -2.488
H 2.259 0.304 -1.719
O -1.696 -1.188 1.586
H -1.986 -2.018 1.856
H -0.743 -1.072 2.055
O -2.492 0.940 -0.313
H -2.251 0.223 0.306
H -3.144 1.447 0.197
O 0.792 -0.884 2.623
H 0.652 -0.594 3.568
H 1.169 -0.067 2.252
O -1.912 1.246 -4.322
H -2.547 0.558 -4.043
H -1.189 1.301 -3.560
O 2.634 1.633 1.672
H 2.279 2.332 1.073
H 2.686 0.869 1.011
```

For the highest occupied orbital energy, the calculation gives -9.947 eV. Its charge is 0. The lowest unoccupied orbital energy is 0.35 eV. Its SMILES is [H]/N=C/N.O.O.O.O.O. For the HOMO-LUMO gap, the calculation gives 10.29 eV.



Run b
Computed, not measured: a cluster of 6 separate species, CH14N2O5 in total, with the ωB97M-V functional and the def2-TZVPD basis.

```
22
CH14N2O5 | OMol25 | the ωB97M-V functional and the def2-TZVPD basis
N -0.682 -0.480 1.964
C -0.652 -1.206 0.700
N 0.459 -2.039 0.576
H -0.494 -1.061 2.790
H -1.647 -1.572 0.341
H -0.476 -0.364 -0.053
H 1.250 -1.395 0.487
H -1.460 2.683 0.583
H 0.912 1.837 -0.979
O -0.924 2.088 0.048
H -1.511 1.386 -0.400
H -2.388 0.653 -2.197
O -1.835 0.378 -1.457
H 0.476 -2.544 -0.337
H 1.912 1.002 -0.109
O 1.705 1.285 -1.023
H 1.177 -0.248 -2.182
H -0.376 -0.494 -2.060
O 0.493 -0.931 -2.293
H 2.197 0.607 2.179
H 0.138 0.160 2.008
O 1.725 0.254 1.412
```

For the highest occupied orbital energy, the calculation gives -9.523 eV. Its charge is 0. The lowest unoccupied orbital energy is -5.54 eV. For the HOMO-LUMO gap, the calculation gives 3.98 eV.



Which of them is the most stable, and which is the least stable? run a and run b, in that order.